[1]
Computed, not measured: a molecular structure, C30H35IrN5O3PS3, with ωB97M-V with the def2-TZVPD basis set.

Geometry (Å):
Ir (1.029942, 0.555073, -0.578349)
C (-3.085890, 2.026724, -1.694912)
C (-3.614280, 0.974372, -2.422983)
C (-2.884963, -0.197179, -2.536852)
C (-1.632363, -0.269325, -1.946708)
N (-1.108317, 0.768760, -1.288923)
C (-1.826468, 1.879296, -1.138074)
C (-0.824958, -1.518309, -1.899982)
C (-1.160426, -2.658478, -2.620090)
C (-0.404728, -3.802843, -2.439030)
C (0.638485, -3.781948, -1.528976)
C (0.934201, -2.602888, -0.857553)
N (0.221616, -1.491395, -1.073072)
C (2.062169, -2.527353, 0.130892)
C (2.671271, -3.664855, 0.647294)
C (3.698098, -3.512117, 1.567020)
C (4.077146, -2.236619, 1.952992)
C (3.408731, -1.157672, 1.391087)
N (2.441528, -1.309008, 0.497764)
H (-3.635112, 2.946175, -1.550696)
H (-4.592319, 1.053207, -2.877939)
H (-3.303347, -1.045709, -3.057679)
H (-1.378682, 2.657643, -0.536591)
H (-1.984842, -2.657687, -3.317029)
H (-0.626311, -4.699813, -3.000585)
H (1.229096, -4.671812, -1.370058)
H (2.350925, -4.656168, 0.360783)
H (4.182971, -4.382939, 1.988312)
H (4.859171, -2.076001, 2.681956)
H (3.644602, -0.132848, 1.660618)
C (3.664451, 4.412220, 3.243674)
C (2.233803, 4.588493, 2.795694)
O (1.584268, 3.291386, 2.722449)
P (1.192293, 2.662766, 1.328480)
S (0.221546, 0.962057, 1.680660)
S (2.681108, 2.200174, 0.070472)
O (0.288202, 3.800015, 0.669711)
C (0.541819, 4.429012, -0.608432)
C (-0.527488, 5.471408, -0.818430)
H (4.141935, 5.387594, 3.344524)
H (4.226171, 3.823243, 2.518153)
H (3.700994, 3.907047, 4.208052)
H (2.175059, 5.084174, 1.824806)
H (1.652622, 5.170630, 3.507914)
H (0.525010, 3.662172, -1.386043)
H (1.540818, 4.863196, -0.599767)
H (-1.520064, 5.019652, -0.823738)
H (-0.367432, 5.965842, -1.777154)
H (-0.498317, 6.223901, -0.031164)
C (6.404279, -0.710761, -1.215843)
C (5.380423, 0.415695, -1.264971)
C (4.810892, 0.667894, -2.652935)
N (4.030367, -0.475056, -3.146533)
C (2.725433, -0.520704, -3.260122)
S (1.677436, 0.823206, -2.871946)
N (2.095879, -1.620660, -3.765272)
C (2.523126, -2.837839, -4.348811)
O (1.763029, -3.375595, -5.111906)
C (3.866390, -3.396910, -4.034897)
C (4.282155, -3.538998, -2.713125)
C (5.470564, -4.194881, -2.433583)
C (6.253990, -4.681387, -3.471747)
C (5.841377, -4.531818, -4.789907)
C (4.637667, -3.906641, -5.074103)
H (6.805719, -0.826067, -0.208888)
H (7.243549, -0.514358, -1.886799)
H (5.962561, -1.668292, -1.498996)
H (5.835644, 1.350876, -0.930857)
H (4.552639, 0.209984, -0.584202)
H (5.614042, 0.832816, -3.374168)
H (4.153778, 1.533065, -2.657728)
H (4.557574, -1.296223, -3.416719)
H (1.112906, -1.451191, -3.942723)
H (3.671418, -3.150263, -1.907307)
H (5.786672, -4.323373, -1.406093)
H (7.186351, -5.184833, -3.253077)
H (6.451481, -4.915920, -5.596144)
H (4.285289, -3.817725, -6.093433)

Atomic forces in eV per Å
0.2 -0.2 0.2
0.0 0.0 0.0
0.0 0.0 0.0
0.0 0.0 0.0
0.1 0.0 0.1
0.0 0.2 0.0
-0.1 0.0 -0.1
-0.2 0.0 -0.2
0.1 0.0 0.0
0.0 0.0 0.0
0.0 -0.1 -0.1
0.2 0.0 0.2
0.2 0.3 0.2
-0.2 0.0 -0.2
0.0 -0.1 0.1
0.0 0.0 0.0
-0.1 0.0 0.0
0.0 -0.1 0.1
0.1 0.2 -0.2
0.0 0.0 0.0
0.0 0.0 0.0
0.0 0.0 0.0
0.0 0.0 0.0
0.0 0.0 0.0
0.0 0.0 0.0
0.0 0.0 0.0
0.0 0.0 0.0
0.0 0.0 0.0
0.0 0.0 0.0
0.0 0.0 0.0
0.0 0.0 0.0
0.0 0.0 0.0
0.1 0.1 -0.1
-0.1 -0.1 0.0
0.0 -0.1 -0.3
-0.2 0.0 0.0
-0.1 0.1 0.0
0.0 -0.1 0.0
0.0 0.0 0.0
0.0 0.0 0.0
0.0 0.0 0.0
0.0 0.0 0.0
0.0 0.0 0.0
0.0 0.0 0.0
0.0 0.0 0.0
0.0 0.0 0.0
0.0 0.0 0.0
0.0 0.0 0.0
0.0 0.0 0.0
0.0 0.0 0.0
0.0 0.0 0.0
0.0 -0.1 0.0
0.0 0.0 0.0
-0.2 0.3 0.1
0.1 -0.3 0.0
0.0 -0.2 0.1
0.2 0.3 -0.4
-0.1 -0.1 0.1
-0.2 0.0 0.2
0.0 0.0 0.0
0.0 0.0 0.0
0.0 0.0 0.0
0.0 0.0 0.0
0.0 0.0 -0.1
0.0 0.0 0.0
0.0 0.0 0.0
0.0 0.0 0.0
0.0 0.0 0.0
0.0 0.0 0.0
0.0 0.0 0.0
0.0 0.0 0.0
0.0 0.0 0.0
0.0 0.0 0.0
0.0 0.0 0.0
0.0 0.0 0.0
0.0 0.0 0.0
0.0 0.0 0.0
0.0 0.0 0.0

Its charge is +1. The LUMO energy (alpha / beta) comes out at -2.87 / -2.84 eV. As for the spin multiplicity: 2. The gap between HOMO and LUMO (alpha / beta) is 6.5 / 7.1 eV. The calculation puts the energy above the lowest of the compared OMol25 structures with the same formula, charge and spin at 22.9 kJ/mol. As for the expectation value of S²: 0.75.

---

[2]
Computed, not measured: a molecular structure, C30H35LiN10O2S, with ωB97M-V with the def2-TZVPD basis set.

Geometry (Å):
Li (0.149050, 0.010412, -0.260474)
C (5.655241, -1.071087, 2.896762)
C (5.238340, -1.782580, 1.779616)
C (3.908978, -1.767974, 1.384888)
C (2.948179, -1.046320, 2.103131)
C (3.393502, -0.293270, 3.204075)
C (4.721914, -0.312782, 3.594088)
N (1.618496, -1.083112, 1.700163)
C (0.684959, -1.469743, 2.544885)
C (0.952750, -2.001889, 3.868677)
C (-0.039379, -2.433454, 4.685052)
C (-1.405323, -2.402248, 4.283658)
C (-1.714366, -1.968912, 3.037827)
C (-0.708558, -1.503946, 2.138785)
N (-0.986000, -1.136547, 0.875762)
N (-2.201736, -1.235136, 0.478166)
C (-2.367285, -0.990819, -0.877732)
C (-3.680793, -0.804153, -1.335543)
C (-3.892213, -0.543484, -2.671340)
C (-2.798061, -0.494378, -3.530830)
C (-1.542609, -0.715856, -2.996076)
N (-1.315626, -0.965087, -1.708669)
H (6.689202, -1.096689, 3.217184)
H (5.953722, -2.376860, 1.220962)
H (3.576602, -2.341897, 0.528114)
H (2.666966, 0.294475, 3.752766)
H (5.037412, 0.259669, 4.460174)
H (1.978611, -2.065982, 4.195809)
H (0.209164, -2.830666, 5.663003)
H (-2.176474, -2.745439, 4.961090)
H (-2.733601, -1.961312, 2.679045)
H (-4.489042, -0.864994, -0.619688)
H (-4.895120, -0.381450, -3.046354)
H (-2.919474, -0.289815, -4.585455)
H (-0.664809, -0.691706, -3.633570)
N (-0.759209, 1.859800, 0.993473)
C (-0.461915, 3.088434, 0.256786)
C (-1.582791, 4.137946, 0.366673)
C (-1.324812, 5.555182, -0.158542)
C (0.067523, 6.112427, 0.126179)
N (1.001184, 5.575852, -0.843190)
C (2.263648, 5.765377, -0.727446)
N (2.848659, 6.450148, 0.308873)
N (3.125326, 5.290080, -1.686783)
C (-0.137812, 2.671596, -1.178195)
O (0.113128, 3.614985, -2.053905)
O (-0.155468, 1.491925, -1.475601)
H (-1.605039, 1.427402, 0.632023)
H (-0.901781, 2.039393, 1.978616)
H (0.468914, 3.490421, 0.665761)
H (-1.824800, 4.200505, 1.430614)
H (-2.470075, 3.739396, -0.134762)
H (-2.071027, 6.213066, 0.290930)
H (-1.475918, 5.591426, -1.238884)
H (0.369936, 5.869123, 1.156033)
H (0.024426, 7.206924, 0.051732)
H (0.365391, 4.494341, -1.582595)
H (2.263578, 7.097769, 0.808588)
H (3.799413, 6.755452, 0.180750)
H (2.702576, 4.601258, -2.291587)
H (4.033057, 4.997206, -1.355923)
N (5.443215, 1.770151, -1.238657)
C (4.536775, 2.259251, -0.359742)
S (2.910977, 1.948380, -0.552160)
N (4.939722, 3.112189, 0.612614)
C (6.170197, 3.727422, 0.898167)
C (6.116897, 5.004758, 1.462417)
C (7.276479, 5.697736, 1.758619)
C (8.516984, 5.132308, 1.493311)
C (8.576287, 3.850510, 0.973070)
C (7.417021, 3.142069, 0.688508)
H (5.086463, 1.039013, -1.830162)
H (6.419556, 1.732419, -1.013377)
H (4.151653, 3.467705, 1.130078)
H (5.147304, 5.446446, 1.664711)
H (7.210499, 6.685037, 2.197445)
H (9.425240, 5.679988, 1.706128)
H (9.536250, 3.380312, 0.802649)
H (7.503953, 2.114029, 0.368795)

Atomic forces in eV per Å
0.4 -0.1 0.1
0.0 0.1 -0.1
0.0 -0.1 0.0
-0.1 0.0 0.0
0.2 0.0 0.2
-0.1 0.0 -0.2
0.1 0.0 0.0
-0.5 0.2 -0.1
0.3 -0.1 -0.3
-0.1 0.0 0.1
0.1 0.0 -0.1
-0.2 0.0 0.0
0.0 0.1 -0.1
0.0 0.0 0.3
-0.4 -0.3 0.0
0.0 -0.1 0.3
0.0 0.1 -0.5
0.0 0.0 0.1
0.0 0.0 0.0
0.0 0.0 0.0
0.0 0.0 0.0
-0.1 0.0 0.2
0.0 0.0 0.0
0.0 0.0 0.0
0.0 0.0 0.0
0.0 0.0 0.0
0.0 0.0 0.0
0.0 0.0 0.0
0.0 0.0 0.0
0.0 0.0 0.0
0.0 0.0 0.0
0.0 0.0 0.0
0.0 0.0 0.0
0.0 0.0 0.0
0.0 0.0 0.0
0.1 0.1 -0.3
0.1 -0.2 0.2
0.0 0.0 -0.1
0.0 0.0 0.0
0.0 0.2 0.1
0.0 0.4 0.3
0.1 0.0 -0.1
0.1 -0.1 0.1
0.0 0.1 0.1
-0.2 0.2 -0.1
-0.4 -1.1 -0.2
0.2 0.2 -0.4
-0.1 0.1 0.1
0.1 0.0 0.0
0.0 0.1 0.0
0.0 0.0 0.0
0.0 0.0 0.1
0.0 0.0 0.0
-0.1 0.1 0.0
0.0 0.0 0.0
0.0 0.0 0.0
0.4 0.2 -0.1
0.0 0.0 0.0
-0.1 0.1 -0.1
0.0 -0.1 0.0
0.0 0.0 0.0
0.0 -0.1 0.3
-0.1 0.0 -0.5
0.0 -0.1 0.1
0.0 0.1 0.3
0.3 0.1 0.0
0.0 0.0 -0.1
0.0 0.0 0.0
0.0 0.0 0.0
0.0 0.0 0.0
-0.1 0.0 0.0
0.0 0.0 -0.1
0.0 0.1 0.0
-0.1 0.0 0.1
0.0 0.0 0.0
0.0 0.0 0.0
0.0 0.0 0.0
0.0 0.0 0.0
0.0 0.0 0.0

The LUMO energy comes out at 0.12 eV. The gap between HOMO and LUMO is 6.0 eV.

---

[3]
Computed, not measured: a single C30H35N3O6 molecule, with ωB97M-V with the def2-TZVPD basis set.

Geometry (Å):
C (6.302491, 1.087724, 1.099093)
O (5.723580, 1.434054, -0.137872)
C (4.474602, 0.973544, -0.413066)
C (3.913354, 1.383508, -1.619817)
C (2.641134, 0.985689, -1.980505)
C (1.892700, 0.157448, -1.152189)
O (0.612739, -0.252939, -1.410697)
C (0.067914, 0.009365, -2.678954)
C (2.467784, -0.285265, 0.044153)
N (1.776599, -1.175052, 0.904144)
C (2.257749, -2.416584, 1.193980)
O (1.836818, -3.080356, 2.125057)
C (3.303098, -2.954042, 0.303731)
C (4.147082, -4.005682, 0.557774)
C (4.936400, -4.168115, -0.600230)
C (4.508910, -3.216649, -1.477081)
O (3.526263, -2.480325, -0.944187)
C (0.722871, -0.653403, 1.768962)
C (0.913473, 0.867126, 1.909908)
O (1.635683, 1.349060, 2.757367)
N (0.226940, 1.590659, 1.010294)
C (0.191633, 3.035264, 1.007538)
C (-1.253452, 3.546186, 1.209064)
C (-1.593868, 4.369787, -0.037896)
C (-0.662450, 3.817418, -1.113328)
C (0.639800, 3.605200, -0.347337)
C (-0.669377, -1.037833, 1.327142)
C (-0.913233, -1.982308, 0.340156)
C (-2.202145, -2.314766, -0.019965)
C (-3.311387, -1.715973, 0.588602)
N (-4.592785, -2.120290, 0.235404)
C (-4.941019, -2.281683, -1.162758)
C (-5.499828, -0.962708, -1.718634)
O (-6.619423, -0.523276, -0.983437)
C (-6.299756, -0.355147, 0.382197)
C (-5.752049, -1.661105, 0.971986)
C (-3.057297, -0.784548, 1.600837)
C (-1.763916, -0.464517, 1.963562)
C (3.738778, 0.132527, 0.412070)
H (7.263953, 1.597864, 1.125938)
H (6.464054, 0.007660, 1.177857)
H (5.686414, 1.426499, 1.937282)
H (4.489640, 2.025724, -2.266017)
H (2.239525, 1.326309, -2.921790)
H (-0.911627, -0.467717, -2.678095)
H (0.679940, -0.421284, -3.477232)
H (-0.052733, 1.083633, -2.857047)
H (4.184200, -4.573323, 1.464149)
H (5.708893, -4.891869, -0.759687)
H (4.814292, -2.973030, -2.475845)
H (0.901031, -1.095428, 2.761939)
H (-0.322181, 1.100988, 0.318867)
H (0.857228, 3.344166, 1.816693)
H (-1.924023, 2.689798, 1.296259)
H (-1.346476, 4.134996, 2.119390)
H (-1.365878, 5.422471, 0.133760)
H (-2.645123, 4.289592, -0.310544)
H (-1.045485, 2.863951, -1.482741)
H (-0.548291, 4.494719, -1.958459)
H (1.134929, 4.564149, -0.193628)
H (1.338350, 2.936407, -0.848064)
H (-0.088358, -2.476218, -0.147734)
H (-2.348063, -3.079035, -0.768019)
H (-4.075247, -2.583160, -1.748084)
H (-5.709511, -3.058404, -1.237906)
H (-5.843033, -1.086179, -2.747202)
H (-4.707732, -0.195918, -1.688132)
H (-7.226333, -0.057488, 0.875487)
H (-5.553714, 0.447513, 0.491468)
H (-5.512256, -1.549120, 2.027905)
H (-6.522837, -2.434386, 0.874491)
H (-3.867049, -0.295889, 2.119946)
H (-1.601584, 0.252039, 2.756947)
H (4.128665, -0.222022, 1.352746)

Atomic forces in eV per Å
0.1 0.0 0.2
-0.1 0.1 -0.2
-0.2 0.0 -0.2
0.2 -0.1 0.3
-0.2 -0.2 0.0
0.1 -0.1 0.2
0.4 0.0 0.3
-0.1 0.1 -0.2
0.2 0.4 -0.5
-0.2 0.2 0.0
-0.1 0.0 0.0
0.1 0.0 -0.1
0.6 -1.0 0.5
-0.6 0.6 0.0
-0.1 0.3 -0.4
0.5 -0.6 0.1
-0.2 0.1 -0.2
0.0 -0.1 0.4
-0.2 -0.2 -0.2
0.3 0.0 0.4
-0.1 0.1 -0.1
0.2 0.1 0.2
0.0 0.1 0.0
-0.1 -0.1 -0.1
0.1 0.2 0.0
0.0 -0.1 0.0
-0.2 -0.1 0.1
0.0 0.1 0.2
-0.1 0.0 -0.1
0.3 0.0 0.1
-0.3 -0.2 0.0
-0.1 0.3 -0.3
0.2 -0.3 -0.1
-0.1 0.0 0.0
0.1 -0.1 0.3
-0.1 0.3 -0.1
-0.2 0.0 0.0
0.2 -0.2 -0.1
0.1 0.2 0.0
-0.1 -0.1 0.1
0.0 0.0 0.0
0.0 0.0 0.0
0.1 0.1 -0.1
-0.1 0.0 -0.1
0.0 0.0 0.0
0.0 0.0 0.0
0.0 0.0 0.0
-0.1 -0.1 0.2
0.2 -0.1 -0.1
0.0 0.1 -0.1
0.0 0.3 -0.2
0.0 -0.1 0.1
-0.1 0.0 -0.1
0.0 0.0 0.0
-0.1 0.0 0.1
0.0 0.1 0.0
-0.1 0.1 0.0
0.0 -0.1 -0.1
0.0 -0.1 -0.1
0.0 0.1 0.0
0.1 0.1 0.0
0.1 0.0 -0.1
0.0 -0.1 0.0
0.0 0.0 0.0
0.1 0.0 -0.1
0.1 0.0 0.0
-0.1 -0.1 0.0
0.1 0.0 0.0
-0.1 0.0 0.0
0.0 0.0 0.0
0.0 0.1 0.1
-0.1 0.0 0.0
0.0 0.1 0.1
0.0 0.0 0.1

As for the SMILES: COc1ccc(OC)c(N(C(=O)c2ccco2)[C@@H](C(=O)NC2CCCC2)c2ccc(N3CCOCC3)cc2)c1. The LUMO energy comes out at 0.46 eV. The gap between HOMO and LUMO is 8.0 eV. The calculation puts the energy above the lowest of the compared OMol25 structures with the same formula, charge and spin at 204.1 kJ/mol.

---

Number 1: maximum force 0.56 eV/Å. Number 2: maximum force 1.16 eV/Å. Number 3: maximum force 1.26 eV/Å.